[1]
DFT (wB97M-V/def2-TZVPD) results for 5 unconnected molecules or ions with the total composition C4H16NO4 at a distorted geometry.

Structure (XYZ):
```
25
Properties=species:S:1:pos:R:3:forces:R:3:mulliken_charge:R:1
C -1.589 -1.966 0.282 -0.244 -0.667 0.890 -1.26
C -1.112 -0.793 -0.499 0.396 -0.250 -0.392 0.56
C -1.461 -0.440 -1.719 0.461 0.243 -0.078 -0.82
C 1.215 -0.443 -0.177 0.835 0.889 -0.601 -0.24
N 0.031 -0.079 0.071 -0.220 -0.807 0.088 0.35
H -1.829 -2.828 -0.333 -0.181 0.191 -0.453 0.41
H -0.862 -2.373 0.990 0.239 0.407 -0.091 0.35
H -2.471 -1.755 0.886 -0.099 0.187 -0.062 0.29
H -0.951 0.386 -2.196 -0.136 0.054 -0.055 0.27
H -2.171 -0.993 -2.302 -0.367 -0.115 0.032 0.32
H 2.021 0.141 0.253 -0.020 -0.230 0.243 0.34
H 1.465 -1.204 -0.906 -0.414 -0.227 0.042 0.26
H -0.117 0.660 0.758 -0.366 0.189 0.173 0.18
H -2.030 2.804 -0.042 -0.009 0.145 0.128 0.31
H -0.771 2.946 0.861 -0.320 0.103 -0.053 0.30
O -1.091 2.609 0.015 0.332 -0.253 -0.046 -0.62
H 2.694 1.549 2.445 0.400 -0.266 0.253 0.32
H 3.198 0.111 2.874 0.158 0.342 0.144 0.30
O 2.659 0.604 2.250 -0.538 0.061 -0.248 -0.62
H 1.605 -1.514 -4.477 -0.026 0.122 0.220 0.31
H 1.612 -0.009 -4.245 0.008 -0.114 0.072 0.31
O 1.496 -0.848 -3.783 0.004 0.014 -0.173 -0.60
H -1.284 1.156 3.152 0.180 0.119 -0.371 0.29
H 0.224 1.026 3.229 0.152 -0.021 -0.149 0.30
O -0.482 1.254 2.612 -0.223 -0.115 0.484 -0.59
```
Positions in Å, forces in eV/Å.

Properties
Frontier orbital gap   10.2 eV
Largest force on an atom   1.36 eV Å⁻¹
E   -517.453462 Eh
Charge   +1

***

[2]
DFT (wB97M-V/def2-TZVPD) results for a molecular structure, C19H17N4O3Pd.

Structure (XYZ):
```
44
Properties=species:S:1:pos:R:3:forces:R:3:mulliken_charge:R:1
Pd -0.848 -0.641 -0.705 -0.279 -0.122 -0.243 0.19
C -4.321 2.283 -0.305 -0.017 -0.027 0.034 -1.38
C -2.879 1.804 -0.307 0.141 0.140 -0.084 0.95
O -2.616 0.745 0.263 0.012 -0.076 0.042 -0.54
C -1.932 2.680 -0.955 -0.139 -0.029 0.024 -0.75
C -0.568 2.534 -1.067 0.076 -0.194 0.072 0.84
C 0.249 3.643 -1.666 0.003 0.017 -0.032 -1.29
N 0.069 1.406 -0.661 0.015 0.212 -0.017 0.08
N 1.379 1.517 -0.605 -0.040 -0.139 0.086 -0.27
C 1.975 0.372 -0.138 0.035 0.114 -0.103 0.38
O 1.386 -0.610 0.317 0.086 -0.072 0.096 -0.61
C 3.472 0.395 -0.191 -0.064 0.025 0.012 0.32
C 4.161 -0.793 0.024 0.017 -0.013 0.006 -0.49
C 5.547 -0.813 -0.015 -0.006 -0.005 -0.001 -0.55
C 6.253 0.356 -0.263 0.013 0.007 0.001 -0.33
C 5.569 1.545 -0.479 -0.016 -0.015 0.000 -0.62
C 4.182 1.564 -0.448 0.017 -0.001 -0.005 -0.17
H -4.975 1.437 -0.107 -0.005 0.008 0.000 0.36
H -4.590 2.756 -1.249 0.004 -0.007 -0.013 0.38
H -4.454 3.021 0.489 0.004 0.001 0.005 0.31
H -2.351 3.591 -1.364 0.000 -0.006 -0.001 0.17
H -0.396 4.454 -1.998 0.000 0.000 -0.006 0.35
H 0.826 3.260 -2.508 0.003 0.004 0.006 0.33
H 0.970 4.021 -0.941 -0.011 0.002 0.017 0.27
H 3.590 -1.692 0.209 -0.005 0.004 0.000 0.41
H 6.077 -1.744 0.141 0.002 -0.001 0.001 0.37
H 7.336 0.340 -0.292 0.001 0.000 -0.002 0.36
H 6.116 2.458 -0.677 0.004 0.000 0.001 0.37
H 3.633 2.478 -0.625 -0.001 0.004 0.000 0.41
N -1.924 -2.193 -0.224 0.060 0.191 0.252 -0.61
C -2.433 -2.651 0.928 0.066 0.020 -0.312 0.34
C -1.824 -2.358 2.172 0.034 0.041 0.118 -0.07
C -2.363 -2.844 3.346 0.011 0.012 -0.027 -0.60
C -3.517 -3.627 3.324 -0.007 -0.003 0.021 -0.36
C -4.129 -3.926 2.109 0.004 0.007 -0.037 -0.42
C -3.599 -3.455 0.925 -0.053 -0.074 0.054 -0.31
H -0.931 -1.745 2.168 -0.007 -0.005 -0.006 0.45
H -1.887 -2.612 4.290 -0.001 0.001 0.004 0.35
H -3.937 -4.000 4.250 0.000 -0.004 0.003 0.35
H -5.026 -4.534 2.091 0.001 -0.003 0.004 0.33
H -4.058 -3.680 -0.028 -0.005 0.005 -0.004 0.41
O 1.771 -2.290 -3.530 0.014 -0.030 -0.011 -0.67
C 0.922 -1.587 -3.058 0.016 0.040 -0.026 0.66
N 0.075 -0.863 -2.641 0.018 -0.030 0.071 -0.69
```
Positions in Å, forces in eV/Å.

Properties
Frontier orbital gap (spin up / spin down)   7.3 / 6.8 eV
2S+1   5
Largest force on an atom   0.39 eV Å⁻¹
E   -1306.812817 Eh
Charge   -1

***

[3]
DFT (wB97M-V/def2-TZVPD) results for 2 unconnected molecules or ions with the total composition C6H3O3 at a distorted geometry.

Structure (XYZ):
```
12
Properties=species:S:1:pos:R:3:forces:R:3:mulliken_charge:R:1
C -0.033 1.020 -1.119 -0.601 2.364 0.065 -0.08
C -1.925 0.684 1.366 1.231 0.005 0.974 0.73
C 1.667 -0.702 0.122 0.206 0.331 -0.475 -0.50
C 0.446 -1.514 -0.180 0.407 0.849 -0.284 -0.21
C 0.484 -0.068 -0.411 -0.832 -0.845 -0.498 0.53
C 0.576 -0.807 1.141 0.126 -0.009 -0.221 -1.07
O -2.423 -0.219 0.897 -1.834 -2.073 -1.640 -0.36
O -1.143 1.211 -1.714 2.455 -0.701 1.124 -0.62
O -1.408 1.508 1.969 0.481 2.128 0.750 -0.39
H 0.745 1.928 -1.019 -1.422 -1.227 -0.483 0.11
H 2.682 -0.691 -0.228 0.160 -0.219 0.541 0.43
H 0.333 -2.350 -0.823 -0.377 -0.603 0.145 0.43
```
Positions in Å, forces in eV/Å.

Properties
Frontier orbital gap   7.1 eV
Largest force on an atom   3.22 eV Å⁻¹
E   -456.001847 Eh
Charge   -1

***

[4]
DFT (wB97M-V/def2-TZVPD) results for 7 unconnected molecules or ions with the total composition C34H87N5O12 at a distorted geometry.

Structure (XYZ):
```
138
Properties=species:S:1:pos:R:3:forces:R:3:mulliken_charge:R:1
C 5.158 6.072 2.135 0.405 1.101 -2.214 -0.71
O 3.975 5.820 2.803 -0.934 0.686 0.775 -0.37
C 2.716 5.952 2.050 1.601 -1.825 1.383 0.97
C 1.739 5.036 2.867 0.361 0.586 -2.188 -0.84
N 0.835 4.431 1.886 0.795 -1.323 0.546 0.25
C -0.123 5.228 1.229 -0.708 1.163 -0.915 -0.74
C -1.209 5.714 2.170 -1.120 -0.221 -1.080 -0.86
O -1.741 4.602 2.887 0.160 0.929 0.974 -0.40
C -2.464 3.593 2.225 0.953 -0.987 0.602 -0.53
H 6.096 6.069 2.691 -0.539 -0.691 0.710 0.34
H 5.215 7.043 1.644 -0.483 0.895 0.327 0.36
H 5.259 5.488 1.220 0.146 -1.027 0.127 0.16
H 2.952 5.528 1.074 -0.515 -0.201 -0.136 -0.78
H 2.330 6.959 1.891 0.371 0.332 0.443 0.34
H 1.269 5.611 3.665 -0.156 0.003 0.164 0.20
H 2.255 4.161 3.260 0.412 0.535 0.265 0.44
H 0.392 3.671 2.382 -0.371 -0.113 -0.293 0.28
H -0.547 4.768 0.336 -0.383 -1.062 0.335 0.31
H 0.325 6.019 0.627 0.477 0.749 0.697 0.32
H -2.033 6.181 1.630 -0.098 0.156 -0.424 0.38
H -0.863 6.508 2.832 0.118 -0.557 0.587 0.36
H -3.546 3.699 2.146 0.011 0.733 -0.380 0.37
H -2.333 2.743 2.895 -0.166 -0.227 0.088 0.23
H -1.966 3.253 1.317 -0.342 0.351 -0.449 0.11
C 2.730 -0.263 -4.439 0.986 0.707 0.818 -0.50
O 4.001 0.437 -4.619 -0.343 0.288 -0.860 -0.26
C 4.281 1.064 -5.912 -1.264 -1.133 -0.259 -0.80
C 4.676 0.006 -6.987 -0.622 1.673 1.101 -0.22
N 5.213 0.635 -8.210 0.869 -2.039 1.654 -0.34
C 5.424 -0.433 -9.196 0.010 2.122 -0.226 -0.73
C 4.177 -0.681 -10.004 -0.091 -2.698 -0.956 -0.51
O 3.098 -1.459 -9.407 0.668 1.668 0.707 -0.39
C 3.577 -2.659 -8.860 -1.216 -0.010 0.676 -0.70
H 2.596 -1.128 -5.088 -0.046 0.255 -0.252 0.34
H 1.863 0.391 -4.355 -0.047 0.404 -1.047 0.32
H 2.732 -0.607 -3.404 0.633 -0.396 0.012 -0.06
H 4.944 1.927 -5.847 0.693 -0.549 0.656 0.42
H 3.384 1.543 -6.306 -0.561 -0.027 0.144 0.36
H 3.767 -0.579 -7.128 -0.232 0.017 -0.461 0.19
H 5.360 -0.710 -6.531 0.626 0.281 -0.250 0.30
H 4.753 1.456 -8.578 -0.408 -0.325 0.147 0.27
H 5.900 -1.327 -8.791 -0.535 0.007 0.537 0.34
H 6.231 -0.054 -9.822 -0.235 -0.055 -0.782 0.39
H 4.449 -1.422 -10.756 0.617 0.424 -0.937 0.38
H 3.779 0.196 -10.514 -0.151 0.012 0.450 0.32
H 2.656 -3.154 -8.552 0.033 -0.750 -0.722 0.29
H 4.045 -2.594 -7.878 0.767 0.578 -0.085 0.24
H 4.221 -3.183 -9.566 -0.131 -0.394 -0.001 0.34
C -4.114 -10.693 4.505 -0.337 0.636 -0.957 -0.74
O -4.212 -9.337 4.094 -0.255 1.286 0.387 -0.34
C -3.728 -8.411 5.094 1.036 -0.302 0.001 -0.90
C -3.612 -6.926 4.639 0.108 -2.572 -0.752 -0.19
N -2.549 -6.831 3.584 -0.631 1.107 1.742 -0.37
C -2.399 -5.388 3.281 0.246 -1.062 -2.038 0.41
C -1.609 -5.228 1.941 -0.289 0.048 0.744 -0.85
O -1.258 -3.876 1.734 0.657 -0.527 -1.062 -0.20
C -0.970 -3.597 0.345 -1.113 2.030 0.626 -0.82
H -3.066 -10.984 4.423 0.082 -0.298 0.841 0.30
H -4.644 -11.296 3.767 -0.076 0.146 -0.153 0.25
H -4.656 -10.837 5.440 0.595 -0.191 0.407 0.31
H -2.720 -8.721 5.370 0.453 -0.058 -0.202 0.38
H -4.238 -8.526 6.051 -0.847 0.161 -0.100 0.47
H -3.378 -6.335 5.525 0.352 0.041 -0.139 0.38
H -4.611 -6.633 4.316 -0.104 0.402 -0.382 0.15
H -2.832 -7.368 2.777 -0.208 0.076 -0.136 0.27
H -1.859 -4.896 4.091 -0.125 0.070 -0.044 0.19
H -3.400 -4.980 3.137 0.140 0.633 0.188 -0.43
H -2.156 -5.541 1.051 -0.646 -0.379 0.178 0.42
H -0.727 -5.866 1.974 0.316 -0.052 0.155 0.34
H -0.468 -2.630 0.380 0.870 -0.415 -0.243 0.16
H -1.881 -3.277 -0.161 -0.757 -0.339 0.020 0.37
H -0.557 -4.312 -0.367 0.663 -0.512 0.900 0.44
C -9.197 -2.939 7.342 -1.959 0.168 1.016 -0.83
O -8.421 -3.733 6.526 -0.593 1.228 -1.390 -0.30
C -7.060 -3.489 6.669 0.977 -2.024 1.128 -0.84
C -6.333 -4.059 5.443 0.416 0.483 -0.465 -0.38
N -6.405 -3.081 4.338 0.663 0.002 0.414 -0.46
C -6.027 -3.528 3.010 -0.353 0.145 -0.510 -0.36
C -5.138 -2.442 2.460 -0.105 -0.087 -0.648 -0.91
O -3.960 -2.300 3.217 0.978 0.186 -1.164 -0.38
C -3.100 -1.362 2.507 0.076 -0.499 1.671 -0.51
H -8.888 -1.919 7.569 0.850 -0.047 -0.188 0.33
H -9.418 -3.453 8.278 0.380 -0.022 0.524 0.30
H -10.202 -2.783 6.951 0.002 -0.284 -0.677 0.28
H -6.856 -4.001 7.610 1.004 -1.074 0.048 0.42
H -6.735 -2.526 7.062 -0.416 0.983 -1.318 0.40
H -6.671 -5.040 5.109 -0.768 0.098 0.313 0.45
H -5.265 -4.230 5.575 0.197 -0.075 0.903 0.30
H -5.546 -2.572 4.494 -0.340 0.947 0.929 0.34
H -6.905 -3.612 2.369 -0.065 -0.145 -0.127 0.38
H -5.465 -4.458 2.933 -0.008 -0.371 0.358 0.03
H -5.628 -1.470 2.526 -0.527 0.083 -0.429 0.51
H -4.865 -2.683 1.432 -0.137 0.112 -0.304 0.47
H -3.691 -0.491 2.223 0.156 0.299 0.231 0.50
H -2.552 -1.701 1.628 -0.565 -0.783 -0.043 -0.09
H -2.332 -1.187 3.260 0.011 0.698 -0.199 0.37
C 6.434 3.468 -2.804 -0.136 -0.946 1.571 -0.86
O 5.498 3.502 -1.680 0.768 0.704 -1.372 -0.39
C 4.200 3.224 -2.131 -1.477 0.307 0.278 -0.41
C 3.110 4.053 -1.316 0.646 -1.434 -0.345 -0.14
N 1.945 4.417 -2.137 0.671 0.209 1.128 -0.19
C 2.199 5.674 -2.775 -0.465 -0.500 -0.954 -0.64
C 0.872 6.304 -3.175 -0.496 -0.563 -0.529 -0.67
O -0.197 6.198 -2.208 3.177 -0.312 1.310 -0.21
C -1.304 6.922 -2.519 -1.659 0.151 0.851 -0.87
H 6.437 2.462 -3.224 0.250 -0.335 0.203 0.34
H 7.380 3.694 -2.311 0.123 0.020 -0.541 0.28
H 6.240 4.082 -3.683 -0.432 0.791 0.468 0.33
H 4.151 3.442 -3.198 -0.397 0.270 -0.130 0.29
H 3.995 2.157 -2.047 -0.077 -0.211 0.070 0.22
H 2.796 3.466 -0.454 -0.165 -0.151 -0.071 0.14
H 3.669 4.885 -0.887 -0.118 0.525 -0.167 0.05
H 1.105 4.634 -1.620 0.058 -0.854 0.922 0.25
H 2.826 6.382 -2.233 -0.025 0.067 0.559 0.35
H 2.766 5.378 -3.658 -0.001 0.828 -0.574 0.27
H 1.152 7.327 -3.425 -0.800 0.292 -0.252 0.37
H 0.414 5.725 -3.978 0.598 0.377 -0.891 0.40
H -1.127 7.996 -2.568 0.112 0.099 -0.960 0.36
H -1.971 6.860 -1.659 -0.105 -0.232 0.231 0.19
H -1.850 6.403 -3.306 -0.091 0.760 -0.747 0.34
C 3.652 0.673 1.030 0.530 0.757 -0.180 -0.77
C 3.723 -0.793 0.644 -0.329 0.707 -0.275 -0.36
O 3.371 -1.031 -0.727 -0.160 0.538 -0.318 -0.37
H 4.486 1.266 0.655 0.125 -0.138 -0.337 0.26
H 3.730 0.791 2.111 -0.124 -0.315 0.121 0.45
H 2.756 1.219 0.732 -0.283 -0.401 -0.120 -0.02
H 2.962 -1.280 1.255 0.542 -0.626 0.294 0.24
H 4.762 -1.118 0.700 -0.170 -0.360 0.903 0.38
H 3.538 -1.962 -0.891 -0.054 -0.060 -0.140 0.23
C -1.261 0.553 0.196 2.038 1.257 -1.322 -1.03
C -0.023 0.557 -0.751 0.103 0.991 0.243 0.26
O 0.668 -0.575 -0.469 0.393 -3.472 0.464 -0.39
H -0.918 0.826 1.193 -0.266 -0.278 0.117 0.27
H -1.626 -0.472 0.126 -0.483 0.388 0.099 0.23
H -1.867 1.357 -0.219 -0.808 -0.396 0.380 0.33
H 0.805 1.258 -0.645 -1.006 1.771 0.383 -0.12
H -0.319 0.630 -1.797 -0.404 -0.172 -0.275 0.24
H 1.577 -0.559 -0.777 0.376 -0.044 -0.159 0.13
```
Positions in Å, forces in eV/Å.

Properties
Frontier orbital gap   9.3 eV
SMILES   COCCNCCOC.COCCNCCOC.COCCNCCOC.COCCNCCOC.COCCNCCOC.CCO.CCO
Largest force on an atom   3.53 eV Å⁻¹
E   -2523.804537 Eh